C34H19Cl5N5O2PrS4 | the ωB97M-V functional and the def2-TZVPD basis

Last column: natural (NBO) charge in e.
Cartesian coordinates (Å):
Pr -1.5008 0.8872 3.1111  1.0114
S -4.3553 -2.6594 4.6182  -0.0743
C -3.5094 -1.3666 4.0788  -0.4610
S -2.4915 -0.4511 5.2560  -0.2393
S -3.5602 -0.8593 2.3905  -0.2180
Cl 4.4374 4.7422 5.9776  0.0529
C 2.9360 4.1795 5.3524  -0.1257
C 2.7732 2.8363 5.0283  -0.0471
Cl 4.0615 1.7177 5.2501  0.0588
C 1.5583 2.4023 4.5207  -0.1392
Cl 1.3018 0.7253 4.1062  0.1841
C 0.4777 3.2662 4.3176  0.3872
O -0.6552 2.8272 3.8390  -0.8020
C 0.6594 4.6162 4.6570  -0.1398
Cl -0.6632 5.6905 4.4062  0.0529
C 1.8724 5.0633 5.1619  -0.0525
Cl 2.0682 6.7285 5.5512  0.0591
C 4.2899 -5.0852 -8.4902  -0.2549
O 3.9242 -5.6931 -7.2651  -0.4832
C 3.4144 -4.8998 -6.2897  0.3225
C 3.2295 -3.5259 -6.4055  -0.3306
C 2.7041 -2.8222 -5.3271  -0.1044
C 2.3630 -3.4618 -4.1475  -0.1595
C 2.5561 -4.8423 -4.0496  -0.1353
C 3.0752 -5.5550 -5.1047  -0.2499
C 1.8112 -2.7554 -2.9846  0.3954
N 1.5256 -3.3279 -1.8399  -0.4740
C 1.0533 -2.3109 -1.0490  0.1831
C 1.0478 -1.1179 -1.7230  0.0590
N 1.5572 -1.4081 -2.9734  -0.5197
C 0.6073 0.1080 -1.1315  -0.0102
C 0.6049 1.3656 -1.7572  -0.1445
C 0.1882 2.4820 -1.0722  -0.2416
C -0.2255 2.3268 0.2585  0.0790
N -0.2494 1.1492 0.8532  -0.4672
C 0.1607 0.0426 0.1999  0.1696
C 0.1428 -1.2354 0.9277  0.2341
N -0.3009 -1.2319 2.2027  -0.4765
C -0.3289 -2.3647 2.8819  0.1066
C 0.0992 -3.5805 2.3262  -0.2274
C 0.5645 -3.5994 1.0391  -0.1158
C 0.5965 -2.3995 0.3093  -0.1024
H 4.6625 -5.8865 -9.1220  0.2061
H 5.0786 -4.3440 -8.3390  0.1783
H 3.4258 -4.6164 -8.9674  0.1784
H 3.4895 -2.9979 -7.3088  0.2241
H 2.5803 -1.7525 -5.4439  0.1860
H 2.2928 -5.3442 -3.1296  0.2404
H 3.2296 -6.6215 -5.0356  0.2321
H 1.6901 -0.7776 -3.7414  0.4194
H 0.9389 1.4583 -2.7840  0.2129
H 0.1810 3.4626 -1.5233  0.2348
H -0.5526 3.1781 0.8495  0.2269
H -0.7241 -2.3109 3.8919  0.2470
H 0.0439 -4.4768 2.9269  0.2365
H 0.9046 -4.5101 0.5663  0.2395
S -5.3979 4.0728 3.8657  0.4476
C -4.1566 2.9011 4.0564  -0.0472
N -3.6264 2.4368 2.9713  -0.4787
C -4.2295 3.0035 1.8541  0.1772
C -3.9478 2.6773 0.5265  -0.2165
C -4.6366 3.3297 -0.4710  -0.1924
C -5.6101 4.2945 -0.1655  -0.2075
C -5.9157 4.6038 1.1418  -0.1992
C -5.2163 3.9414 2.1519  -0.2467
H -3.8363 2.5708 5.0355  0.2524
H -3.2309 1.9022 0.2803  0.2258
H -4.4383 3.0824 -1.5048  0.2166
H -6.1392 4.7890 -0.9677  0.2203
H -6.6802 5.3307 1.3748  0.2261

- spin multiplicity = 3
- HOMO level (spin up / spin down) (eV) = -6.6 / -6.6
- LUMO level (spin up / spin down) (eV) = -0.99 / -0.99
- expectation value of S² = 2.002
- DFT total energy (eV) = -167139.584
- Kohn-Sham gap (spin up / spin down) (eV) = 5.7 / 5.7


C34H20Cl3N6O3V | the ωB97M-V functional and the def2-TZVPD basis

Last column: natural (NBO) charge in e.
Cartesian coordinates (Å):
V 0.2966 -0.7747 0.0939  1.5531
Cl 5.2202 -1.3996 -4.6190  -0.0211
C 4.1677 -0.6997 -3.4233  -0.0761
C 3.5139 -1.5460 -2.5355  -0.2609
C 2.6628 -1.0251 -1.5725  0.1031
N 1.8505 -1.8008 -0.7362  -0.6974
C 1.8467 -3.1417 -0.7209  0.6244
O 2.6681 -3.9361 -1.1744  -0.6491
C 0.5812 -3.6966 -0.0966  0.1413
C 0.4242 -5.0622 0.0854  -0.2115
C -0.7784 -5.5274 0.5853  -0.1620
C -1.7868 -4.6232 0.8860  -0.2407
C -1.5512 -3.2770 0.6766  0.0698
N -0.3964 -2.8326 0.1851  -0.4535
C 2.4572 0.3766 -1.4664  0.2349
C 3.1079 1.2001 -2.3865  -0.2822
C 3.9587 0.6615 -3.3460  -0.0681
Cl 4.7417 1.7524 -4.4540  -0.0177
N 1.6181 0.7839 -0.4193  -0.7374
C 1.4714 2.1144 -0.1587  0.6536
O 1.7183 3.0499 -0.9129  -0.6376
C 1.0115 2.4936 1.2337  0.1288
C 0.1302 3.5646 1.3684  -0.2214
C -0.2343 3.9676 2.6372  -0.1844
C 0.3153 3.3089 3.7289  -0.2586
C 1.2035 2.2752 3.4909  0.0377
N 1.5477 1.8616 2.2703  -0.3979
H 3.6749 -2.6103 -2.5889  0.2620
H 1.2456 -5.7133 -0.1770  0.2488
H -0.9332 -6.5879 0.7412  0.2140
H -2.7392 -4.9493 1.2800  0.2197
H -2.2908 -2.5208 0.9099  0.2151
H 2.9456 2.2615 -2.3624  0.2722
H -0.2420 4.0480 0.4751  0.2344
H -0.9361 4.7805 2.7790  0.2068
H 0.0508 3.5769 4.7435  0.2163
H 1.6537 1.7395 4.3195  0.1920
Cl -2.8788 1.6033 6.3379  -0.0575
C -2.0136 0.8293 5.0216  -0.0676
C -1.0791 -0.1562 5.3096  -0.2614
C -0.3939 -0.7431 4.2537  -0.2592
C -0.6033 -0.3581 2.9289  0.3232
O 0.1185 -0.9190 1.9811  -0.7624
C -1.5763 0.6439 2.6419  -0.1000
C -1.8599 1.1099 1.3340  -0.0063
N -1.3008 0.6504 0.1965  -0.6096
C -1.6544 1.2004 -0.9962  0.1431
C -2.3812 2.3777 -1.2074  -0.3059
C -2.7087 2.7938 -2.5026  -0.1674
C -2.3552 2.0767 -3.6203  -0.2856
C -1.6173 0.8785 -3.4574  -0.0894
C -1.2125 0.0571 -4.5262  -0.1388
C -0.5082 -1.0942 -4.2861  -0.2215
C -0.1795 -1.4214 -2.9676  0.0515
N -0.5398 -0.6719 -1.9416  -0.4941
C -1.2575 0.4594 -2.1571  0.2309
C -2.2709 1.2182 3.7292  -0.2294
H -0.8934 -0.4541 6.3323  0.2147
H 0.3559 -1.5030 4.4371  0.2164
H -2.6181 1.8827 1.2616  0.1717
H -2.6674 3.0005 -0.3720  0.2085
H -3.2572 3.7216 -2.6185  0.2029
H -2.6139 2.4145 -4.6155  0.2028
H -1.4607 0.3522 -5.5392  0.2073
H -0.1821 -1.7390 -5.0900  0.2137
H 0.4152 -2.2976 -2.7462  0.2072
H -3.0016 1.9952 3.5396  0.2116

- spin multiplicity = 4
- HOMO level (spin up / spin down) (eV) = -2.7 / -4.9
- LUMO level (spin up / spin down) (eV) = 2.27 / 2.15
- ΔE to the lowest compared entry with this formula, charge and spin (kcal/mol) = 0.0
- total charge = -1
- expectation value of S² = 3.817
- DFT total energy (eV) = -113927.979
- Kohn-Sham gap (spin up / spin down) (eV) = 5.0 / 7.0


What is the expectation value of S² in the first record? 2.002